20
Properties=species:S:1:pos:R:3 method="wB97M-V/def2-TZVPD" homo_lumo_gap_ev=5.98 homo_energy_ev=-8.109 relative_energy_ev=5.5415
S 0.088 -0.796 2.593
O -0.488 2.933 -0.712
O 0.433 -3.770 -1.522
O -1.034 1.925 1.842
N 0.891 -0.514 -1.407
C -0.296 -1.203 0.829
C 0.041 -0.062 -0.243
H -0.842 3.557 -1.338
H 0.231 -0.762 -2.162
H -1.185 2.885 -0.029
H 1.611 0.827 0.735
H 0.782 0.651 0.396
H -1.456 -1.314 0.704
H 0.420 -1.993 0.608
H -0.858 2.784 2.276
H -0.927 1.177 2.553
H 1.388 0.355 -1.703
H 0.860 -3.021 -1.059
H 1.212 -4.229 -1.858
H -0.870 0.570 -0.502